No. 1
Below is one molecule with the formula C3H8N2O, with properties calculated with ωB97M-V/def2-TZVPD.

The geometry in ORCA input format:
```
! wB97M-V def2-TZVPD RIJCOSX def2/J DEFGRID3
* xyz 0 1
C 0.88 -0.98 -1.78
N 0.61 0.38 -1.30
C -0.54 0.80 -0.43
C -0.45 0.07 0.91
N 0.81 0.12 1.45
O -1.42 -0.48 1.38
H 1.90 -1.26 -1.50
H 0.87 -0.95 -2.87
H 0.26 -1.84 -1.53
H 0.35 0.91 -2.11
H -1.51 0.64 -0.90
H -0.26 1.85 -0.30
H 1.52 0.61 0.92
H 0.89 0.44 2.40
*
```

- Structure (SMILES): CNCC(N)=O

Charges obtained by Löwdin population analysis, quoted in units of e: C -0.130; N -0.137; C -0.133; C -0.537; N 0.142; O 0.071; H 0.067; H 0.071; H 0.081; H 0.085; H 0.115; H 0.119; H 0.084; H 0.104

No. 2
Below is C4H3MgNaO as an isolated structure, with properties calculated with ωB97M-V/def2-TZVPD.

The geometry in ORCA input format:
```
! wB97M-V def2-TZVPD RIJCOSX def2/J DEFGRID3
* xyz 1 2
O -1.44 -0.25 -0.72
C -2.74 -0.17 -1.08
Na -0.79 1.08 0.97
Mg -0.24 -1.63 -1.36
H -3.36 -1.02 -0.78
H -3.08 0.83 -1.37
C 3.54 -0.22 0.57
C 2.86 0.86 0.58
C 1.90 1.20 1.44
H 3.36 -0.67 1.74
*
```

Charges obtained by Löwdin population analysis, quoted in units of e: O -0.582; C -0.040; Na 0.535; Mg 0.725; H 0.091; H 0.089; C 0.127; C -0.272; C 0.163; H 0.165

No. 3
Below is C16H15CuN2O4S3 as an isolated structure, with properties calculated with ωB97M-V/def2-TZVPD.

The geometry in ORCA input format:
```
! wB97M-V def2-TZVPD RIJCOSX def2/J DEFGRID3
* xyz -1 2
Cu 0.00 -0.93 0.76
O -0.85 3.21 -3.76
S 0.02 2.07 -3.84
O 1.38 2.32 -4.25
N -0.02 1.20 -2.46
C -0.54 0.00 -2.64
S -0.79 -1.19 -1.49
C -0.96 -0.27 -4.06
C -1.53 -1.41 -4.60
C -1.83 -1.42 -5.95
C -1.58 -0.31 -6.76
C -1.00 0.84 -6.22
C -0.71 0.82 -4.87
H -1.72 -2.26 -3.96
H -2.28 -2.30 -6.40
H -1.82 -0.34 -7.81
H -0.79 1.71 -6.83
O 0.52 -2.35 1.78
N 1.00 0.85 0.57
C 1.64 1.77 0.34
C 2.41 2.94 0.06
C 3.64 3.14 0.69
C 4.37 4.28 0.41
C 3.88 5.21 -0.50
C 2.66 5.02 -1.12
C 1.91 3.88 -0.84
H 4.00 2.40 1.39
H 5.33 4.43 0.89
H 4.46 6.10 -0.72
H 2.28 5.74 -1.83
H 0.96 3.70 -1.32
C -4.14 -0.36 2.54
S -2.45 -0.72 2.01
C -2.03 -1.79 3.38
O -1.71 0.56 2.20
H -4.11 0.10 3.53
H -4.73 -1.27 2.54
H -4.55 0.35 1.82
H -2.69 -2.66 3.36
H -2.13 -1.23 4.31
H -1.00 -2.11 3.18
*
```

Charges obtained by Löwdin population analysis, quoted in units of e: Cu 0.003; O -0.323; S 0.602; O -0.322; N -0.104; C -0.786; S 0.714; C -0.233; C -0.041; C -0.081; C -0.089; C -0.046; C -0.227; H 0.089; H 0.097; H 0.096; H 0.115; O -0.534; N 0.186; C -0.083; C -0.200; C -0.032; C -0.088; C -0.088; C -0.064; C -0.010; H 0.118; H 0.099; H 0.099; H 0.108; H 0.108; C -0.272; S 0.763; C -0.272; O -0.550; H 0.049; H 0.045; H 0.044; H 0.053; H 0.054; H 0.000

No. 4
Below is C31H28BrN8ReSSe as an isolated structure, with properties calculated with ωB97M-V/def2-TZVPD.

The geometry in ORCA input format:
```
! wB97M-V def2-TZVPD RIJCOSX def2/J DEFGRID3
* xyz 3 4
Re 0.45 0.13 0.03
C 3.24 -0.70 -1.19
N 2.77 -0.05 0.06
C 3.25 -0.59 1.35
C 2.08 -1.02 2.18
N 0.83 -0.65 1.92
C 0.02 -1.25 2.88
C -1.36 -1.21 3.06
C -1.88 -1.92 4.13
C -1.04 -2.63 5.00
C 0.33 -2.68 4.83
C 0.84 -1.98 3.75
N 2.13 -1.81 3.26
C 2.09 -0.91 -2.13
N 0.88 -0.35 -2.01
C 0.12 -0.83 -3.09
C -1.18 -0.59 -3.51
C -1.62 -1.23 -4.65
C -0.80 -2.11 -5.38
C 0.50 -2.35 -4.98
C 0.94 -1.70 -3.84
N 2.16 -1.71 -3.19
H 3.70 -1.67 -0.97
H 4.00 -0.09 -1.68
H 3.04 0.93 0.01
H 3.80 0.18 1.89
H 3.94 -1.42 1.21
H -2.00 -0.67 2.37
H -2.94 -1.92 4.31
H -1.49 -3.17 5.83
H 0.97 -3.23 5.51
H 2.97 -2.18 3.69
H -1.83 0.10 -2.99
H -2.63 -1.06 -5.00
H -1.19 -2.58 -6.27
H 1.14 -3.03 -5.53
H 2.98 -2.21 -3.50
S -1.78 0.82 -0.50
C -2.26 2.40 0.10
N -2.42 2.62 1.42
C -2.97 3.75 1.92
C -3.38 4.74 1.07
C -3.22 4.56 -0.30
C -2.67 3.39 -0.78
H -2.13 1.90 2.07
H -3.07 3.81 2.99
H -3.84 5.64 1.47
H -3.55 5.33 -1.00
H -2.55 3.21 -1.84
Se 0.84 2.20 1.36
C 0.58 3.82 0.37
C 0.62 3.87 -1.02
C 0.41 5.11 -1.63
N 0.17 6.21 -0.93
C 0.14 6.16 0.39
C 0.35 4.98 1.10
H 0.81 2.99 -1.61
H 0.45 5.22 -2.70
H -0.05 7.09 0.91
H 0.34 4.97 2.19
Br -2.81 -2.40 -0.31
C -1.11 -3.22 -0.25
C -1.09 -4.60 -0.36
C 0.12 -5.26 -0.32
C 1.28 -4.51 -0.14
C 1.15 -3.14 -0.04
N -0.01 -2.47 -0.10
H -2.02 -5.14 -0.48
H 0.17 -6.34 -0.42
H 2.25 -4.97 -0.08
H 2.04 -2.54 0.11
*
```

Charges obtained by Löwdin population analysis, quoted in units of e: Re 1.155; C -0.081; N -0.140; C -0.076; C -0.311; N -0.108; C -0.213; C -0.024; C -0.035; C -0.029; C 0.027; C -0.149; N 0.222; C -0.310; N -0.027; C -0.202; C -0.034; C -0.035; C -0.030; C 0.021; C -0.161; N 0.215; H 0.135; H 0.157; H 0.099; H 0.153; H 0.145; H 0.078; H 0.124; H 0.128; H 0.132; H 0.196; H 0.050; H 0.125; H 0.128; H 0.131; H 0.196; S 0.611; C -0.642; N 0.073; C -0.007; C 0.009; C 0.028; C -0.050; H 0.134; H 0.154; H 0.138; H 0.142; H 0.129; Se 0.811; C -0.603; C -0.119; C -0.118; N 0.091; C -0.108; C -0.109; H 0.089; H 0.123; H 0.126; H 0.109; Br 0.836; C -0.702; C -0.073; C -0.003; C -0.018; C -0.148; N -0.009; H 0.119; H 0.136; H 0.125; H 0.075

No. 5
Below is C12H14LuN2PS as an isolated structure, with properties calculated with ωB97M-V/def2-TZVPD.

The geometry in ORCA input format:
```
! wB97M-V def2-TZVPD RIJCOSX def2/J DEFGRID3
* xyz 0 1
C 0.54 1.14 -0.96
C 1.49 1.24 -2.05
C 1.17 0.28 -3.06
C -0.01 -0.41 -2.62
C -0.41 0.10 -1.31
Lu -0.42 -0.23 1.37
P -1.16 1.62 3.22
H 0.47 1.79 -0.08
H 2.34 1.92 -2.05
H 1.72 0.06 -3.98
H -1.40 -0.09 -0.76
H -0.54 -1.22 -3.13
H -2.23 2.57 2.97
H -0.16 2.62 3.49
H -1.42 1.25 4.58
N -2.48 -0.99 1.03
C -1.78 -2.28 1.30
N -0.50 -2.34 0.92
C 0.02 -3.65 1.07
C 1.30 -4.06 0.72
C 1.83 -5.16 1.39
C 1.04 -5.87 2.32
C -0.32 -5.56 2.48
C -0.82 -4.42 1.87
S -2.38 -3.65 2.15
H -3.10 -0.74 1.81
H -3.04 -1.08 0.17
H 1.84 -3.53 -0.06
H 2.84 -5.50 1.22
H 1.46 -6.66 2.93
H -0.99 -6.17 3.07
*
```

Charges obtained by Löwdin population analysis, quoted in units of e: C -0.278; C -0.165; C -0.151; C -0.160; C -0.296; Lu 1.216; P 0.440; H 0.037; H 0.070; H 0.083; H 0.039; H 0.073; H -0.146; H -0.125; H -0.127; N -0.119; C -0.815; N -0.165; C -0.293; C -0.019; C -0.081; C -0.093; C -0.091; C -0.467; S 1.008; H 0.087; H 0.112; H 0.119; H 0.101; H 0.103; H 0.105

No. 6
Below is one molecule with the formula C4H6N2S, with properties calculated with ωB97M-V/def2-TZVPD.

The geometry in ORCA input format:
```
! wB97M-V def2-TZVPD RIJCOSX def2/J DEFGRID3
* xyz 0 1
N -3.73 0.86 0.30
C -2.75 0.39 -0.03
C -1.53 -0.02 -0.52
C -0.18 0.91 0.10
N 0.84 0.02 -0.02
C 0.71 -1.21 0.63
S -1.18 -1.75 -0.09
H -1.42 0.28 -1.56
H -0.07 1.70 -0.64
H -0.51 1.21 1.11
H 1.17 0.10 -0.97
H 1.21 -2.01 0.17
H 0.67 -1.19 1.67
*
```

- Structure (SMILES): N#C[C@H]1CNCS1

Charges obtained by Löwdin population analysis, quoted in units of e: N 0.160; C -0.371; C -0.598; C -0.172; N -0.155; C -0.257; S 0.797; H 0.100; H 0.119; H 0.130; H 0.134; H 0.049; H 0.065

No. 7
Below is C32H37CdF3Ge2N7 as an isolated structure, with properties calculated with ωB97M-V/def2-TZVPD.

The geometry in ORCA input format:
```
! wB97M-V def2-TZVPD RIJCOSX def2/J DEFGRID3
* xyz 1 1
Cd -1.19 0.62 0.40
C 1.44 -3.12 2.28
C 0.49 -2.08 1.68
Ge 1.29 -0.29 1.69
C 1.15 0.56 3.46
C 2.23 0.02 4.40
C 3.12 -0.33 1.09
C 3.29 0.35 -0.06
Ge 1.54 1.05 -0.58
C 1.31 3.00 -0.52
C 2.16 3.80 -1.52
C 0.71 0.24 -2.16
C 1.51 0.35 -3.46
C 4.56 0.52 -0.80
C 4.59 1.25 -1.99
C 5.77 1.42 -2.70
C 6.95 0.87 -2.22
C 6.93 0.14 -1.03
C 5.75 -0.03 -0.33
H 1.00 -4.12 2.22
H 1.66 -2.93 3.33
H 2.39 -3.16 1.75
H -0.46 -2.05 2.21
H 0.25 -2.33 0.65
H 0.15 0.38 3.85
H 1.27 1.64 3.35
H 2.13 -1.06 4.56
H 2.16 0.50 5.38
H 3.23 0.20 4.01
H 3.94 -0.84 1.60
H 1.53 3.33 0.49
H 0.25 3.19 -0.70
H 3.22 3.70 -1.32
H 1.91 4.87 -1.46
H 1.98 3.49 -2.55
H -0.27 0.69 -2.28
H 0.53 -0.81 -1.91
H 1.70 1.39 -3.74
H 0.96 -0.11 -4.28
H 2.48 -0.15 -3.38
H 3.68 1.69 -2.38
H 5.77 1.99 -3.62
H 7.87 1.00 -2.77
H 7.85 -0.30 -0.66
H 5.76 -0.60 0.59
N -3.57 2.80 -3.86
N -3.26 2.86 -2.52
N -3.75 3.80 -1.73
C -3.13 3.52 -0.59
N -2.31 2.47 -0.71
N -2.40 2.06 -1.98
H -4.50 3.20 -3.97
H -3.53 1.83 -4.14
H -3.27 4.08 0.31
N -3.21 4.76 6.54
C -2.89 4.14 5.63
C -2.48 3.37 4.48
C -3.17 2.22 4.13
C -2.74 1.51 3.02
N -1.70 1.90 2.28
C -1.04 3.01 2.62
C -1.40 3.78 3.71
H -4.02 1.88 4.70
H -3.25 0.61 2.71
H -0.21 3.29 1.99
H -0.85 4.68 3.95
F -5.08 -7.92 -1.48
C -4.66 -7.16 -2.51
F -5.74 -6.96 -3.30
F -3.77 -7.88 -3.21
C -4.09 -5.85 -2.03
C -4.90 -5.01 -1.28
C -4.40 -3.80 -0.82
C -3.09 -3.43 -1.12
C -2.29 -4.28 -1.88
C -2.79 -5.49 -2.33
C -2.57 -2.17 -0.65
C -2.13 -1.11 -0.25
H -5.91 -5.31 -1.04
H -5.03 -3.15 -0.23
H -1.27 -3.99 -2.11
H -2.16 -6.15 -2.92
*
```

Charges obtained by Löwdin population analysis, quoted in units of e: Cd 1.194; C -0.159; C -0.394; Ge 0.810; C -0.382; C -0.158; C -0.231; C -0.339; Ge 0.858; C -0.386; C -0.158; C -0.393; C -0.158; C -0.232; C -0.064; C -0.064; C -0.072; C -0.066; C -0.030; H 0.076; H 0.056; H 0.066; H 0.054; H 0.035; H 0.051; H 0.044; H 0.058; H 0.075; H 0.067; H 0.064; H 0.048; H 0.021; H 0.066; H 0.075; H 0.061; H 0.008; H 0.050; H 0.058; H 0.075; H 0.067; H 0.068; H 0.110; H 0.108; H 0.109; H 0.105; N 0.155; N -0.278; N 0.148; C -0.192; N -0.076; N 0.066; H 0.111; H 0.111; H 0.112; N 0.202; C -0.150; C -0.194; C 0.018; C -0.115; N -0.052; C -0.142; C 0.020; H 0.133; H 0.115; H 0.097; H 0.134; F 0.145; C -0.584; F 0.144; F 0.140; C -0.118; C -0.003; C -0.018; C -0.259; C -0.018; C 0.001; C -0.189; C -0.199; H 0.129; H 0.117; H 0.115; H 0.122

No. 8
Below is C2H6BrHfOS as an isolated structure, with properties calculated with ωB97M-V/def2-TZVPD.

The geometry in ORCA input format:
```
! wB97M-V def2-TZVPD RIJCOSX def2/J DEFGRID3
* xyz 3 1
Hf 0.80 3.47 -0.15
Br 2.94 1.74 -0.33
C 0.10 -0.76 1.29
S -1.08 0.24 0.38
O -0.31 1.61 0.10
C -0.89 -0.69 -1.18
H 1.13 -0.65 0.95
H -0.14 -1.82 1.14
H 0.07 -0.52 2.35
H -1.54 -0.23 -1.93
H -1.23 -1.72 -1.09
H 0.14 -0.68 -1.53
*
```

Charges obtained by Löwdin population analysis, quoted in units of e: Hf 2.088; Br 0.356; C -0.187; S 1.132; O -0.756; C -0.171; H 0.065; H 0.106; H 0.088; H 0.084; H 0.111; H 0.086

The evaluated ΔE to the lowest compared entry with this formula, charge and spin for the records listed, in turn: 1.454, 3.881, 0.400, 0.753, 1.511, 2.076, 0.285, 0.736 eV.